# 1
50
Properties=species:S:1:pos:R:3:forces:R:3:mulliken_charge:R:1 method="wB97M-V/def2-TZVPD" charge=+1 de_lowest_kcal_mol=0.0 e_homo_ev=-11.484
Ta -0.741 0.216 0.249 0.099 0.886 -0.701 1.568
I 4.201 1.588 0.606 -0.024 -0.077 -0.096 0.159
C 3.329 0.485 -0.922 0.377 0.214 0.169 -0.599
C 4.102 0.030 -2.017 -0.286 -0.113 -0.040 -0.267
C 3.526 -0.702 -3.023 0.099 0.107 0.125 -0.354
I 4.724 -1.341 -4.593 0.030 -0.042 -0.082 0.150
C 2.136 -1.013 -2.982 0.046 -0.115 -0.202 0.769
C 1.422 -1.763 -3.940 0.346 0.050 -0.068 -0.462
C 0.088 -1.991 -3.774 -0.334 0.057 0.229 -1.435
C -0.565 -1.472 -2.645 0.183 -0.053 -0.140 0.464
N 0.057 -0.767 -1.718 0.042 0.079 0.259 -0.149
C 1.403 -0.542 -1.887 -0.445 -0.275 -0.274 0.414
C 2.002 0.195 -0.874 -0.004 0.232 0.406 0.254
O 1.157 0.562 0.113 -0.295 0.014 0.181 -1.040
H 5.156 0.265 -2.044 0.014 0.006 -0.013 0.383
H 1.945 -2.154 -4.804 -0.007 0.007 0.006 0.257
H -0.476 -2.566 -4.493 -0.029 0.007 0.018 0.489
H -1.615 -1.651 -2.501 -0.149 -0.053 -0.027 0.290
S 3.144 2.670 4.309 0.154 0.026 -0.021 -0.083
C 1.848 2.102 3.541 -0.257 -0.068 0.081 0.041
S 0.781 3.096 2.578 -0.058 -0.087 -0.047 0.001
C -0.409 1.871 2.205 -0.031 0.001 -0.084 0.302
C -0.154 0.608 2.699 0.070 -0.154 -0.036 0.172
S -1.027 -0.869 2.306 0.020 0.215 -0.257 -0.351
S 1.335 0.431 3.605 -0.076 0.043 -0.076 -0.001
S -1.617 2.264 1.001 0.247 -0.250 0.172 -0.294
C -5.456 -0.688 0.977 0.006 -0.010 -0.056 -1.136
C -5.414 -2.047 0.285 -0.024 0.041 -0.008 -1.367
C -4.414 -2.166 -0.901 -0.022 0.214 -0.018 2.520
C -4.466 -3.589 -1.472 0.053 -0.033 -0.058 -1.367
C -3.508 -3.831 -2.635 -0.024 0.035 0.063 -1.136
C -4.873 -1.186 -1.980 0.068 0.049 0.004 -0.132
O -5.863 -1.354 -2.632 -0.032 0.002 -0.012 -0.545
N -4.083 -0.040 -2.206 -0.072 0.032 0.058 0.132
C -2.982 0.285 -1.489 0.192 -0.167 0.065 0.289
O -2.287 1.290 -1.690 0.298 -0.181 0.319 -0.701
N -2.546 -0.565 -0.520 -0.052 -0.473 0.027 0.854
C -3.041 -1.853 -0.349 0.048 0.099 0.002 -0.631
O -2.364 -2.648 0.262 -0.086 -0.120 0.092 -0.625
H -6.214 -0.697 1.758 0.004 -0.002 0.007 0.503
H -5.720 0.116 0.285 0.010 -0.016 0.005 0.258
H -4.503 -0.436 1.449 0.001 0.002 0.007 0.177
H -6.395 -2.289 -0.125 -0.007 -0.030 0.023 0.523
H -5.146 -2.826 1.000 -0.014 -0.021 -0.004 0.442
H -5.493 -3.766 -1.790 -0.008 -0.012 0.015 0.509
H -4.240 -4.274 -0.655 -0.024 -0.024 -0.004 0.460
H -3.649 -3.099 -3.436 -0.009 -0.013 0.009 0.253
H -3.682 -4.815 -3.068 0.010 0.000 0.000 0.520
H -2.468 -3.806 -2.299 0.000 0.004 -0.008 0.216
H -4.393 0.611 -2.917 -0.051 -0.030 -0.013 0.307

# 2
18
Properties=species:S:1:pos:R:3:forces:R:3:mulliken_charge:R:1 method="wB97M-V/def2-TZVPD" charge=+1 de_lowest_kcal_mol=87.1 e_homo_ev=-14.044
C -3.174 -0.597 0.125 2.124 2.453 0.123 -0.393
C -2.263 0.207 0.153 -1.419 -1.334 -0.578 -0.421
C -0.168 1.702 -0.308 -0.273 0.344 0.123 -0.317
C -1.047 0.784 -0.019 3.057 -1.361 1.468 0.732
C 1.307 1.538 -0.093 -2.330 -2.216 -0.115 -0.703
C 1.476 0.203 0.629 1.420 -1.042 -2.228 -0.579
C 0.238 -1.600 -0.541 -1.899 -1.874 -0.928 -1.018
N 0.274 -0.583 0.576 -2.729 -0.917 -1.375 -0.219
H -4.088 -1.043 0.080 -1.868 -1.343 0.057 0.469
H -0.492 2.664 -0.638 -0.431 0.504 -0.418 0.467
H 1.832 1.641 -1.007 0.617 0.034 -0.825 0.389
H 1.609 2.216 0.599 1.021 2.705 1.554 0.379
H 2.208 -0.354 0.024 0.129 0.056 0.586 0.228
H 1.871 0.314 1.597 0.117 0.145 1.324 0.515
H 0.196 -1.460 -1.664 0.631 1.787 1.320 0.345
H 1.017 -2.354 -0.439 0.010 0.039 0.549 0.417
H -0.770 -2.113 -0.504 1.105 0.281 0.707 0.331
H -0.025 -1.166 1.430 0.719 1.739 -1.344 0.378

# 3
52
Properties=species:S:1:pos:R:3:forces:R:3:mulliken_charge:R:1 method="wB97M-V/def2-TZVPD" charge=-1 e_homo_ev=-3.504
Pb -1.151 1.746 1.479 -0.454 0.240 0.403 0.824
C 6.227 3.214 1.457 -1.607 0.415 -1.469 -0.580
C 4.851 3.036 1.100 -0.912 0.642 -0.454 0.400
C 4.278 3.819 -0.210 1.209 0.486 -0.177 0.480
O 3.090 3.822 -0.487 -0.122 -0.523 0.533 -0.619
C 5.226 4.583 -1.047 -5.105 -2.483 1.255 -0.296
C 6.496 4.672 -0.690 5.767 2.698 -1.593 0.351
C 7.054 3.971 0.595 3.870 0.308 1.319 0.429
O 8.288 4.053 0.970 -3.067 0.406 -1.921 -0.670
O 7.232 5.413 -1.477 -0.674 -2.045 2.584 -0.681
O 4.021 2.414 1.753 0.020 -0.240 0.046 -0.635
H 6.644 2.828 2.376 -0.062 -0.091 -0.048 0.436
H 4.777 4.986 -1.943 0.410 0.299 -0.057 0.414
F -2.517 4.227 4.598 0.098 -0.471 -0.631 -0.893
C -4.110 3.589 0.385 0.163 -0.556 -0.183 -0.660
O -4.006 2.172 0.273 -0.203 -0.816 0.874 -0.192
C -5.254 1.475 0.202 0.494 0.687 -0.385 -0.712
C -5.070 -0.033 0.194 0.010 -0.083 2.146 -0.661
N -4.423 -0.494 1.481 1.252 -1.300 -0.679 -0.153
C -3.971 -1.954 1.624 0.113 1.764 -0.386 -0.725
C -2.983 -2.159 2.787 -1.032 0.325 0.701 -0.633
O -1.880 -1.336 2.701 1.173 0.722 -0.612 -0.230
C -1.359 -1.048 4.006 0.257 -0.322 -1.305 -0.853
H -4.747 3.954 1.192 -0.150 -0.348 0.153 0.325
H -4.480 3.951 -0.574 0.223 0.497 -0.021 0.291
H -3.089 3.883 0.628 -0.125 0.581 -0.375 0.148
H -5.733 1.799 -0.721 -0.163 -0.232 -0.409 0.396
H -5.951 1.809 0.971 0.211 -0.075 0.568 0.397
H -4.512 -0.323 -0.697 0.207 -0.268 0.307 0.374
H -6.082 -0.436 0.165 -0.188 -0.218 -0.540 0.311
H -4.899 -0.214 2.327 -0.350 0.244 -0.255 0.220
H -3.449 -2.179 0.694 0.017 -0.143 -0.057 0.339
H -4.799 -2.656 1.725 -0.162 -0.071 0.064 0.336
H -2.678 -3.192 2.951 -0.003 -0.499 -0.713 0.353
H -3.391 -1.924 3.770 -1.159 0.111 0.014 0.411
H -2.075 -0.397 4.508 0.283 0.016 0.399 0.399
H -0.393 -0.582 3.810 -0.149 0.252 0.415 0.191
H -1.181 -2.001 4.503 -0.076 0.079 0.462 0.371
C 1.661 -4.601 -4.500 1.720 0.485 1.069 -0.441
C 1.109 -3.329 -4.336 -0.080 -1.208 1.930 -0.462
C 1.307 -2.654 -3.102 -0.519 -0.166 -1.772 0.517
C 2.054 -3.194 -2.079 -0.266 -0.785 0.544 -0.515
C 2.601 -4.456 -2.214 0.440 -0.896 -2.858 -0.549
C 2.605 -5.082 -3.525 -2.393 1.999 1.348 0.426
O 3.364 -6.167 -3.678 0.406 -1.061 -0.126 -0.495
O 0.591 -1.506 -2.897 0.077 0.631 0.423 -0.506
H 1.370 -5.157 -5.379 0.365 -0.290 -0.125 0.289
H 0.274 -3.088 -4.977 0.165 0.599 -0.150 0.323
H 2.111 -2.752 -1.095 -0.189 0.431 -0.102 0.381
H 3.038 -5.008 -1.395 0.349 0.226 0.008 0.395
H 3.204 -6.558 -4.540 0.014 -0.080 -0.136 0.309
H 0.707 -0.938 -3.662 -0.101 0.127 -0.026 0.326

# 4
104
Properties=species:S:1:pos:R:3:forces:R:3:mulliken_charge:R:1 method="wB97M-V/def2-TZVPD" charge=-1 de_lowest_kcal_mol=0.0 s2=6.06 e_homo_ev="-3.063 / -4.492" multiplicity=5
Fe -0.373 1.406 -0.013 -0.374 1.488 -1.825 -0.266
C -5.594 -0.901 0.845 0.118 -0.038 -0.163 -0.736
C -5.576 -0.221 2.090 0.054 0.102 0.197 -0.720
C -4.398 0.181 2.662 -0.131 0.097 -0.026 -0.848
C -3.193 -0.098 1.988 0.127 -0.062 -0.037 0.370
C -1.859 0.225 2.299 -0.091 0.209 -0.483 -0.420
N -1.484 1.246 3.175 0.291 0.131 0.357 -0.660
C -1.405 2.393 2.570 -0.323 -0.494 -0.265 -0.382
C -1.490 3.724 3.190 0.097 0.337 -0.071 0.271
C -1.345 4.177 4.489 -0.004 -0.101 0.033 -0.493
C -1.502 5.536 4.728 -0.023 0.052 0.025 -0.595
C -1.814 6.420 3.692 -0.006 -0.028 -0.004 -0.583
C -1.976 5.966 2.390 -0.045 -0.020 -0.020 -0.266
C -1.806 4.611 2.150 0.101 0.001 0.169 0.377
C -1.815 3.828 0.915 -0.296 -0.258 -0.284 -0.371
N -2.248 4.251 -0.260 0.205 0.024 0.227 -0.777
C -2.001 3.539 -1.349 -0.051 0.162 -0.013 -0.335
N -0.987 2.591 -1.474 -0.136 -0.142 -0.097 0.143
C -0.793 2.342 -2.793 0.251 0.230 0.348 0.004
N 0.280 1.774 -3.345 -0.003 -0.132 -0.186 -0.880
C 1.169 1.213 -2.522 -0.394 0.095 0.147 0.143
N 0.877 0.755 -1.285 0.693 -0.238 0.015 0.573
C 2.010 0.371 -0.624 -0.350 -0.379 -0.301 -1.496
N 0.267 -0.022 1.182 -0.619 1.451 -0.897 -0.552
C -1.906 -0.717 0.237 -0.158 -0.566 0.340 -0.686
N -1.095 -0.199 1.246 -0.245 -2.366 1.164 1.841
C -3.217 -0.733 0.719 0.178 0.453 -0.096 1.252
C -4.438 -1.151 0.154 -0.194 -0.207 0.036 -0.811
C 3.132 0.608 -1.497 -0.102 0.201 0.010 0.943
C 4.514 0.526 -1.317 0.004 -0.030 -0.033 -0.015
C 5.337 0.888 -2.367 0.004 -0.037 0.038 -0.993
C 4.805 1.319 -3.591 0.031 0.027 -0.008 -0.744
C 3.437 1.431 -3.774 -0.083 0.018 -0.048 -0.521
C 2.600 1.089 -2.719 0.265 -0.074 0.089 -0.173
C -1.833 3.024 -3.564 -0.098 0.067 0.015 -0.101
C -2.128 3.033 -4.918 0.029 -0.035 0.001 -0.248
C -3.196 3.808 -5.346 0.014 -0.015 -0.047 -0.624
C -3.951 4.556 -4.435 -0.019 0.009 0.094 -0.543
C -3.656 4.553 -3.081 -0.008 0.104 -0.016 -0.341
C -2.581 3.784 -2.651 0.165 -0.178 0.006 0.368
N -1.464 2.539 1.201 0.083 0.173 0.653 0.686
H -6.545 -1.206 0.427 0.019 -0.010 0.006 0.419
H -6.514 -0.006 2.587 0.016 -0.040 -0.002 0.400
H -4.376 0.710 3.608 -0.027 -0.005 -0.026 0.501
H -1.098 3.491 5.290 -0.027 0.001 -0.035 0.532
H -1.379 5.924 5.732 0.013 -0.023 -0.023 0.403
H -1.919 7.476 3.912 -0.020 -0.019 -0.012 0.395
H -2.212 6.640 1.576 0.000 -0.007 0.030 0.518
H -4.459 -1.656 -0.806 -0.020 0.038 0.036 0.463
H 4.930 0.208 -0.368 0.014 -0.026 -0.030 0.470
H 6.413 0.848 -2.241 -0.025 -0.018 -0.018 0.458
H 5.478 1.589 -4.396 -0.012 -0.007 0.009 0.391
H 3.022 1.783 -4.711 -0.001 0.016 0.038 0.537
H -1.542 2.438 -5.608 0.007 0.048 -0.004 0.526
H -3.454 3.837 -6.397 -0.004 -0.025 0.011 0.391
H -4.789 5.142 -4.795 0.020 -0.003 -0.014 0.392
H -4.242 5.124 -2.371 0.022 0.004 -0.027 0.513
F 5.399 1.243 4.844 0.099 0.061 0.099 -0.317
C 4.588 0.763 3.905 -0.020 -0.059 -0.024 0.408
C 4.619 -0.573 3.579 0.008 0.032 0.014 0.510
F 5.477 -1.386 4.193 0.054 -0.105 0.081 -0.323
C 3.758 -1.055 2.612 -0.115 0.050 -0.180 -0.605
F 3.837 -2.369 2.370 -0.005 -0.077 0.081 -0.461
C 2.872 -0.249 1.911 -0.023 0.067 -0.060 -0.043
P 1.581 -0.934 0.726 0.492 -0.294 0.445 3.225
C 2.244 -2.061 -0.645 0.142 -0.025 0.294 1.123
C 3.557 -2.537 -0.604 -0.075 -0.051 0.036 -0.312
C 4.069 -3.298 -1.644 0.006 -0.009 -0.006 -0.822
C 3.277 -3.618 -2.738 0.004 -0.016 0.005 -1.040
C 1.979 -3.133 -2.799 -0.037 0.029 0.013 -0.868
C 1.477 -2.341 -1.774 0.062 0.033 0.010 -0.015
C 1.063 -2.381 1.856 -0.011 0.015 -0.146 0.903
C 0.490 -2.076 3.094 0.036 -0.033 0.084 -0.661
C 0.028 -3.075 3.938 0.012 0.025 0.012 -0.755
C 0.140 -4.408 3.568 0.024 -0.037 -0.018 -0.834
C 0.721 -4.730 2.352 -0.024 0.006 -0.018 -0.662
C 1.169 -3.726 1.501 -0.046 0.044 0.091 -0.559
C 2.878 1.122 2.243 -0.005 -0.047 -0.122 -0.490
Br 1.829 2.492 1.428 0.637 0.219 0.473 0.030
C 3.716 1.599 3.239 -0.126 0.095 -0.125 0.401
F 3.720 2.888 3.581 0.058 0.037 0.053 -0.340
H 4.193 -2.319 0.242 0.004 -0.037 -0.051 0.370
H 5.093 -3.650 -1.593 -0.021 0.006 0.002 0.424
H 3.672 -4.230 -3.540 -0.005 0.017 0.008 0.398
H 1.346 -3.364 -3.648 0.046 0.048 -0.009 0.559
H 0.494 -1.910 -1.873 -0.007 0.035 0.031 -0.023
H 0.399 -1.039 3.400 -0.026 -0.034 0.001 0.308
H -0.431 -2.810 4.883 0.017 0.008 -0.018 0.459
H -0.224 -5.189 4.225 0.005 0.014 -0.015 0.364
H 0.823 -5.769 2.055 -0.010 0.023 0.005 0.478
H 1.609 -4.009 0.555 0.011 -0.007 -0.024 0.345
Br -0.488 -7.832 -2.138 0.005 0.067 -0.022 -0.198
C -0.886 -5.995 -2.378 0.062 -0.179 0.016 -0.146
C -1.034 -5.487 -3.659 -0.019 0.083 0.052 -0.247
N -1.319 -4.209 -3.886 -0.034 0.026 -0.074 -0.704
C -1.467 -3.402 -2.840 -0.018 0.033 0.051 -0.144
C -1.339 -3.835 -1.525 -0.106 -0.223 -0.266 -0.041
C -1.044 -5.169 -1.286 0.002 0.110 0.114 -0.522
C -1.595 -2.955 -0.361 0.184 0.464 0.094 0.639
O -1.945 -3.347 0.708 -0.111 -0.160 0.174 -0.640
O -1.386 -1.633 -0.669 -0.077 -0.132 -0.118 -0.064
H -0.928 -6.129 -4.526 0.033 -0.011 0.022 0.392
H -1.702 -2.364 -3.049 0.014 -0.024 -0.012 0.749
H -0.944 -5.517 -0.266 -0.026 -0.039 -0.034 0.654

# 5
22
Properties=species:S:1:pos:R:3:forces:R:3:mulliken_charge:R:1 method="wB97M-V/def2-TZVPD" charge=+1 e_homo_ev=-12.834
Au 0.270 -0.436 0.094 0.026 -0.023 -0.029 0.561
C -3.594 -1.758 -1.528 0.001 0.001 0.002 -1.396
C -2.820 -1.433 -0.283 -0.007 -0.005 -0.003 0.991
C -2.617 -2.382 0.717 0.001 0.004 -0.003 -0.298
C -1.883 -2.100 1.862 0.001 -0.003 0.004 -0.511
C -1.360 -0.830 2.062 -0.006 0.011 0.010 -0.707
C -1.581 0.175 1.088 0.043 -0.008 -0.024 -0.371
C -2.296 -0.154 -0.089 0.005 0.017 0.008 -0.703
H -2.935 -1.788 -2.397 0.001 -0.002 0.000 0.301
H -4.356 -1.003 -1.722 0.001 0.001 0.000 0.354
H -4.086 -2.725 -1.445 0.000 0.000 0.000 0.376
H -3.042 -3.371 0.593 0.000 0.000 0.000 0.364
H -1.737 -2.865 2.612 -0.001 0.002 0.001 0.413
H -0.844 -0.581 2.979 -0.002 -0.005 0.004 0.451
H -1.377 1.214 1.322 -0.006 0.003 0.007 0.596
H -2.494 0.625 -0.816 -0.006 -0.003 -0.004 0.411
C 4.236 -1.640 -1.966 0.008 -0.009 -0.004 -0.773
C 2.998 -1.242 -1.322 0.039 0.065 -0.007 0.511
N 2.029 -0.915 -0.815 -0.100 -0.046 0.039 -0.453
H 4.996 -1.818 -1.207 0.000 -0.002 -0.002 0.295
H 4.565 -0.843 -2.632 0.002 0.000 -0.001 0.295
H 4.070 -2.550 -2.539 0.000 0.001 0.003 0.294